C43H36BFN9O8Ru as an isolated structure, computed with wB97M-V/def2-TZVPD.

Results
Gap between HOMO and LUMO (spin up / spin down) = 7.80 / 7.77 eV
Calculated total energy = -80944.049 eV
HOMO level (spin up / spin down) = -0.3208 / -0.3212 Ha
Max |F| = 0.77 eV Å⁻¹
2S+1 = 2

Each line ends with the Mulliken charge.
Geometry (Å):
Ru (-0.021137, 0.176129, -0.082728)  -0.393
C (1.737728, -1.510513, 4.703210)  -1.501
C (1.723887, -1.508357, 3.211462)  0.405
C (2.268390, -2.417353, 2.337105)  -1.170
C (1.987791, -1.949492, 1.047310)  0.313
N (1.302833, -0.789511, 1.156340)  0.590
N (1.146001, -0.549654, 2.480104)  0.774
B (0.429464, 0.712755, 2.930710)  0.128
N (1.030886, 1.872365, 2.125881)  -0.512
N (0.921823, 1.915387, 0.770411)  1.568
C (1.507062, 3.052464, 0.366707)  -0.331
C (2.031745, 3.715519, 1.482623)  -1.618
C (1.695401, 2.950125, 2.574416)  0.789
C (1.990662, 3.187491, 4.017942)  -1.538
C (1.582748, 3.567287, -1.016107)  0.283
C (2.712001, 4.287724, -1.404696)  -0.820
C (2.813976, 4.805378, -2.685606)  -0.957
C (1.778285, 4.625330, -3.592953)  -0.493
C (0.636846, 3.938435, -3.205644)  -0.273
C (0.542920, 3.418630, -1.924047)  -0.181
N (-1.061412, 0.634657, 2.582390)  0.616
N (-1.390076, 0.814891, 1.283181)  0.184
C (-2.727081, 0.917524, 1.208608)  -0.111
C (-3.255195, 0.746006, 2.489837)  -1.218
C (-2.168886, 0.578692, 3.331877)  0.637
C (-2.141098, 0.407792, 4.812179)  -1.424
C (-3.425746, 1.187749, -0.052587)  0.019
C (-2.716281, 1.503110, -1.199873)  2.520
C (-3.352456, 1.685517, -2.414218)  -0.531
C (-4.733550, 1.580759, -2.482241)  -0.704
C (-5.461996, 1.312731, -1.329871)  -0.944
C (-4.813199, 1.119334, -0.121790)  -0.540
C (2.353891, -2.685388, -0.181317)  0.267
C (2.971993, -3.931710, -0.047972)  -0.718
C (3.277554, -4.701104, -1.157195)  -0.879
C (2.965728, -4.244804, -2.429401)  -0.762
C (2.375711, -2.999731, -2.574227)  -0.524
C (2.087044, -2.225255, -1.459805)  1.286
H (2.220376, -2.419962, 5.054629)  0.434
H (0.728422, -1.471762, 5.114679)  0.217
H (2.286947, -0.655175, 5.097888)  0.241
H (2.815908, -3.300790, 2.609182)  0.528
H (0.580517, 0.877749, 4.105461)  -0.046
H (2.543285, 4.662338, 1.495845)  0.625
H (2.575192, 4.099641, 4.116777)  0.411
H (2.562202, 2.364026, 4.446686)  0.265
H (1.076256, 3.297261, 4.601336)  0.267
H (3.529393, 4.420416, -0.707298)  0.456
H (3.703638, 5.346877, -2.979062)  0.398
H (1.861662, 5.029979, -4.593738)  0.526
H (-0.188359, 3.816421, -3.897931)  0.456
H (-0.362598, 2.924250, -1.613806)  0.334
H (-4.289486, 0.786824, 2.784025)  0.542
H (-3.158817, 0.408383, 5.195687)  0.437
H (-1.588832, 1.214798, 5.294380)  0.250
H (-1.669344, -0.535511, 5.091530)  0.157
H (-1.643152, 1.645475, -1.145140)  -0.992
H (-2.775340, 1.909862, -3.302821)  0.504
H (-5.241553, 1.719081, -3.427672)  0.414
H (-6.541063, 1.245406, -1.375277)  0.407
H (-5.389130, 0.895855, 0.766550)  0.368
H (3.213598, -4.315494, 0.931834)  0.293
H (3.757136, -5.662312, -1.026431)  0.396
H (3.187376, -4.850711, -3.298157)  0.415
H (2.127861, -2.636867, -3.564240)  0.257
H (1.680995, -1.242588, -1.590873)  0.249
F (4.862282, 1.164074, -4.067977)  -0.351
C (3.626947, 1.387110, -4.525253)  0.423
C (2.633290, 0.538017, -4.273159)  -0.119
N (1.346576, 0.740444, -4.744711)  0.343
C (0.237891, -0.051531, -4.232151)  -1.997
C (0.091681, -0.000385, -2.730147)  1.869
O (-0.845267, -0.600376, -2.181396)  -0.458
O (0.947326, 0.651462, -2.035987)  -1.064
C (1.033986, 1.859272, -5.495217)  0.292
O (-0.088847, 2.116879, -5.881035)  -0.659
N (2.107049, 2.674943, -5.786082)  0.034
C (3.421861, 2.582208, -5.332421)  0.262
O (4.250942, 3.413428, -5.615238)  -0.639
H (2.804407, -0.356138, -3.691193)  0.384
H (0.319863, -1.096375, -4.535611)  0.311
H (-0.668162, 0.355425, -4.675551)  0.414
H (1.890636, 3.480274, -6.354909)  0.283
O (-3.025933, -1.491027, -0.363065)  -0.592
C (-2.141214, -1.934027, 0.335742)  -0.005
O (-0.880857, -1.575840, 0.351145)  0.204
C (-2.440768, -3.019678, 1.341325)  -0.311
C (-1.697485, -3.133199, 2.511167)  0.410
C (-2.014756, -4.096342, 3.453555)  -0.480
C (-3.074668, -4.943364, 3.190568)  -0.232
C (-3.827054, -4.860673, 2.033988)  -0.609
C (-3.506897, -3.880313, 1.109058)  -0.497
N (-3.419144, -5.977383, 4.192139)  1.014
O (-2.781427, -5.993205, 5.226914)  -0.616
O (-4.317898, -6.747182, 3.922131)  -0.622
H (-0.867383, -2.459984, 2.669082)  0.368
H (-1.457362, -4.207496, 4.372199)  0.536
H (-4.644209, -5.548804, 1.877146)  0.513
H (-4.082754, -3.764587, 0.200885)  0.544

Force components x, y, z for each atom (eV/Å):
-0.12 0.46 0.01
0.00 0.03 -0.02
0.02 0.00 0.08
0.15 0.01 -0.04
-0.11 0.05 -0.03
0.32 -0.25 0.11
0.05 -0.08 -0.08
0.04 0.24 0.22
-0.07 0.06 -0.08
0.14 0.48 -0.56
0.06 -0.06 -0.06
-0.08 0.15 0.06
0.12 -0.05 0.03
-0.03 -0.01 -0.04
0.05 -0.09 0.07
0.04 -0.16 -0.01
-0.02 0.04 -0.06
0.02 0.14 0.17
-0.11 0.09 0.09
-0.05 0.17 -0.01
-0.08 -0.05 0.01
-0.25 -0.43 0.48
0.01 -0.02 -0.15
0.01 0.19 0.06
-0.07 0.14 0.03
0.02 -0.01 -0.02
-0.03 0.08 0.13
0.03 0.12 -0.02
-0.03 0.00 0.01
0.01 0.02 0.00
0.04 0.01 0.03
-0.06 -0.03 -0.04
-0.04 -0.03 0.16
-0.02 -0.04 -0.03
0.01 0.03 0.04
0.00 0.02 -0.04
-0.01 -0.04 0.05
0.08 -0.02 -0.12
-0.01 0.00 0.01
0.01 -0.01 -0.01
0.00 0.00 -0.01
-0.01 0.02 0.02
-0.03 -0.01 -0.05
-0.01 0.00 -0.04
-0.01 0.00 0.01
0.00 0.01 0.00
0.00 0.00 0.00
0.01 -0.03 0.00
0.00 -0.02 -0.02
0.00 0.07 0.09
0.03 0.01 0.03
-0.03 0.01 -0.01
0.01 0.00 -0.01
0.00 -0.01 0.01
0.00 0.00 -0.01
-0.01 0.00 0.00
0.03 -0.05 0.03
0.00 0.01 0.00
0.00 0.00 0.01
0.00 0.00 0.00
0.00 -0.06 -0.02
-0.01 -0.05 -0.02
-0.02 0.00 0.01
0.00 0.00 0.00
0.02 0.02 -0.01
-0.04 0.10 0.02
0.00 0.00 0.01
0.07 0.06 -0.09
-0.16 -0.11 -0.01
0.04 0.15 0.14
0.11 0.08 -0.16
-0.21 0.02 0.31
-0.05 0.18 -0.70
0.28 -0.48 0.53
0.03 0.01 -0.05
0.02 0.00 0.02
0.09 -0.27 -0.20
-0.07 -0.05 -0.04
0.01 0.03 0.01
-0.03 0.03 0.06
0.02 -0.01 0.00
-0.04 -0.09 -0.03
-0.02 -0.02 -0.01
0.03 -0.11 -0.04
0.22 0.04 -0.14
-0.36 -0.59 -0.04
0.00 -0.06 0.02
0.04 -0.03 -0.04
0.03 0.03 0.01
-0.04 -0.11 0.11
-0.03 0.01 -0.06
-0.03 0.01 0.04
0.04 0.07 -0.07
-0.02 -0.01 -0.03
0.01 0.01 0.02
0.07 0.02 0.00
-0.01 0.02 -0.01
0.00 0.00 0.00
0.00 0.01 0.00